DFT (the ωB97M-V functional and the def2-TZVPD basis) results for a cluster of 6 separate species, C2H15NO5 in total in a non-equilibrium geometry.

Last column: Mulliken spin population.
Geometry (Å):
O: -1.336 1.556 -0.769  0.234
O: 2.690 0.777 -0.165  0.000
H: 1.867 0.244 -3.150  0.000
O: 1.794 -1.479 0.513  0.000
H: 2.194 -2.012 1.197  0.000
H: 1.110 1.128 1.044  -0.002
O: 1.444 0.191 -2.294  -0.001
H: -0.660 -0.932 1.446  0.023
H: -0.385 1.355 0.581  0.004
C: -1.424 -1.115 0.689  -0.049
H: 0.055 -0.915 -0.882  -0.046
H: -3.247 -0.550 1.738  0.000
C: -2.587 -0.160 0.973  0.017
H: -0.822 2.045 -1.411  -0.016
H: 3.609 0.831 0.110  0.000
O: 0.200 1.225 1.394  0.001
H: -1.668 -2.185 0.671  0.061
H: -2.992 0.061 0.003  0.001
H: -2.087 0.736 1.282  -0.008
H: 2.105 0.444 -1.558  0.000
H: -1.261 0.188 -0.968  -0.026
N: -0.931 -0.782 -0.633  0.809
H: 2.332 -0.652 0.189  -0.001

Properties
**HOMO (alpha / beta)**: -5.07 / -5.07 eV
**Lowest unoccupied orbital energy (alpha / beta)**: 3.85 / 1.96 eV
**Gap between HOMO and LUMO (alpha / beta)**: 0.328 / 0.259 Ha
**2S+1**: 2
**Expectation value of S²**: 0.756
**Charge**: -1



DFT (the ωB97M-V functional and the def2-TZVPD basis) results for a cluster of 5 separate species, C2H15NO5 in total in a non-equilibrium geometry.

Last column: natural (NBO) charge in e.
Geometry (Å):
C: 1.033 1.282 -0.411  -0.423
H: 1.764 0.611 -0.879  0.169
H: 1.626 1.808 0.333  0.193
N: -0.132 0.686 0.210  -0.654
H: 0.619 0.970 2.052  0.177
H: 2.178 -0.902 0.633  0.487
H: 2.824 -1.355 -2.666  0.473
H: -3.452 -0.067 -0.372  0.482
H: 0.374 -1.758 1.684  0.472
H: 3.187 -0.589 -0.463  0.453
C: 0.035 0.191 1.570  0.069
H: -3.719 0.675 -1.679  0.476
O: -3.170 -0.007 -1.288  -0.956
H: -1.000 -0.047 1.827  0.166
O: 1.922 -1.637 -2.766  -0.959
O: 0.819 -0.967 1.925  -0.743
O: -3.241 1.836 1.002  -0.957
H: -2.403 1.780 0.514  0.486
H: 1.593 -2.173 -2.043  0.488
O: 2.896 -1.301 0.103  -0.959
H: -0.614 0.026 -0.388  0.384
H: -2.904 1.994 1.892  0.468
H: 0.712 1.875 -1.266  0.210

Properties
**HOMO**: -9.79 eV
**Lowest unoccupied orbital energy**: 0.46 eV
**SMILES**: CNCO.O.O.O.O
**Gap between HOMO and LUMO**: 0.377 Ha
**Charge**: 0



DFT (the ωB97M-V functional and the def2-TZVPD basis) results for a structure of composition C2H16B3BeCl4 in a non-equilibrium geometry.

Last column: natural (NBO) charge in e.
Geometry (Å):
H: 3.264 1.366 -2.644  0.082
H: 0.765 1.874 -0.510  0.002
H: -1.419 -1.489 -0.256  0.003
C: 0.607 -1.267 3.407  -0.379
H: 0.119 1.237 0.965  -0.031
H: 0.818 -2.201 3.927  0.212
H: -0.537 -2.755 -0.984  0.003
H: 2.403 -0.211 -2.988  -0.019
C: -3.107 1.350 -0.092  -0.350
H: -2.299 -2.719 -1.289  0.087
Cl: -1.806 1.334 -1.323  -0.003
H: -1.239 -1.564 -2.021  -0.001
Be: 0.470 -0.522 -1.111  1.587
Cl: 0.706 -1.553 1.623  -0.041
H: 2.871 0.326 -1.364  0.022
H: 1.760 0.747 0.360  0.003
H: 1.542 2.356 0.962  0.068
Cl: 1.700 0.011 3.910  0.008
B: 2.527 0.640 -2.337  -0.952
Cl: -2.615 0.363 1.384  -0.053
H: 1.583 1.151 -2.225  0.000
B: -1.409 -2.134 -1.121  -0.964
H: -3.345 2.368 0.216  0.221
H: -3.945 0.822 -0.548  0.218
B: 1.034 1.536 0.479  -0.945
H: -0.450 -1.065 3.581  0.220

Properties
**HOMO**: -5.50 eV
**Lowest unoccupied orbital energy**: 1.74 eV
**Gap between HOMO and LUMO**: 0.266 Ha
**Charge**: -1



For reference, total energy by record: -14043.7713, -14044.1827, -54844.7371 eV.
For reference, energy above the lowest of the compared OMol25 structures with the same formula, charge and spin by record: 0.5335, 1.2482, 5.0697 eV.